Entry 1:
Below is C2H4N4OS as an isolated structure at a distorted geometry, with properties calculated with ωB97M-V/def2-TZVPD.

ORCA input file:
```
! RIJCOSX wB97M-V def2-TZVPD def2/J DEFGRID3
* xyz 0 1
S 1.69 0.73 -1.80
O 0.98 -3.25 -0.90
N 2.03 1.66 -0.36
N -0.44 -2.29 0.68
N -0.19 -0.13 0.19
N -0.87 -0.95 0.92
C 0.43 -2.27 -0.38
C 0.53 -0.80 -0.57
H -0.92 -0.62 1.88
H 2.97 1.80 -0.40
H 1.56 2.57 -0.42
H -0.89 -3.19 1.08
*
```

## Properties
Total energy   -20978.0196 eV
HOMO energy   -0.3296 hartree
Lowest unoccupied orbital energy   0.0419 eV
Relative energy (zero: lowest compared OMol25 entry of this formula, charge and spin)   2.995 eV

List of natural (NBO) charges in e, atom by atom:
1. S 0.28
2. O -0.61
3. N -0.92
4. N -0.46
5. N -0.23
6. N -0.22
7. C 0.52
8. C 0.08
9. H 0.39
10. H 0.36
11. H 0.37
12. H 0.44

---

Entry 2:
Below is C11H24BiIO3P2 as an isolated structure at a distorted geometry, with properties calculated with ωB97M-V/def2-TZVPD.

ORCA input file:
```
! RIJCOSX wB97M-V def2-TZVPD def2/J DEFGRID3
* xyz 2 1
Bi -0.80 -2.51 -0.78
I 0.67 0.52 2.94
P 2.33 -0.42 -0.05
P -2.59 -0.30 -0.23
O -1.40 2.76 2.85
O 0.30 1.43 -1.58
O 0.39 3.13 0.64
C 0.25 -0.39 -3.16
C 0.44 0.25 -1.77
C -3.56 -1.27 1.02
C -3.09 1.41 0.14
C -0.34 2.23 0.59
C 3.46 -0.56 -1.50
C 3.09 1.14 0.50
C -2.19 1.00 4.28
C -1.20 1.71 3.43
C 3.35 -1.48 1.09
C -3.58 -0.50 -1.77
H -3.39 -0.83 2.03
H 3.29 -1.50 -2.04
H 2.69 1.40 1.49
H -1.79 0.12 4.75
H 1.17 -0.99 -3.41
H -0.71 -0.98 -3.20
H -4.19 1.37 0.25
H -4.63 -0.45 -1.45
H -2.52 1.46 5.23
H 3.19 -1.12 2.12
H -3.29 -2.35 0.96
H -2.61 1.77 1.06
H 4.18 1.04 0.52
H 3.25 0.29 -2.16
H -2.92 2.00 -0.78
H 2.98 -2.51 1.03
H -3.06 0.73 3.69
H 4.43 -1.45 0.87
H 4.51 -0.48 -1.17
H -4.63 -1.12 0.76
H -3.38 -1.45 -2.31
H 0.15 0.40 -3.93
H 2.86 1.91 -0.23
H -3.39 0.37 -2.42
*
```

## Properties
Total energy   -50435.8570 eV
HOMO energy (spin up / spin down)   -0.5578 / -0.5491 hartree
Lowest unoccupied orbital energy (spin up / spin down)   -9.1966 / -8.8923 eV
Relative energy (zero: lowest compared OMol25 entry of this formula, charge and spin)   4.432 eV

List of natural (NBO) charges in e, atom by atom:
1. Bi 0.62
2. I -0.03
3. P 1.03
4. P 0.90
5. O -0.48
6. O -0.41
7. O -0.51
8. C -0.76
9. C 0.66
10. C -0.93
11. C -0.91
12. C 0.47
13. C -0.94
14. C -0.95
15. C -0.77
16. C 0.57
17. C -0.90
18. C -0.95
19. H 0.26
20. H 0.24
21. H 0.26
22. H 0.26
23. H 0.29
24. H 0.27
25. H 0.26
26. H 0.27
27. H 0.30
28. H 0.25
29. H 0.25
30. H 0.27
31. H 0.27
32. H 0.24
33. H 0.26
34. H 0.25
35. H 0.25
36. H 0.27
37. H 0.27
38. H 0.26
39. H 0.25
40. H 0.30
41. H 0.25
42. H 0.26

---

Entry 3:
Below is a 2-piece molecular cluster, C4H5FOS overall at a distorted geometry, with properties calculated with ωB97M-V/def2-TZVPD.

ORCA input file:
```
! RIJCOSX wB97M-V def2-TZVPD def2/J DEFGRID3
* xyz 0 1
S -3.44 -0.69 -0.09
F -1.90 2.05 -0.06
O 2.58 -0.42 -0.25
C 1.20 -0.14 0.40
C 0.25 0.89 -0.18
C -1.13 0.80 0.04
C -1.84 -0.42 0.05
H 0.70 1.74 -0.71
H 0.80 -1.19 0.58
H -1.18 -1.29 -0.09
H 1.39 0.16 1.51
H 2.57 -1.48 -1.20
*
```

## Properties
Total energy   -19823.9629 eV
HOMO energy   -0.3308 hartree
Lowest unoccupied orbital energy   -1.4058 eV
Relative energy (zero: lowest compared OMol25 entry of this formula, charge and spin)   4.623 eV

List of natural (NBO) charges in e, atom by atom:
1. S 0.09
2. F -0.35
3. O -0.71
4. C -0.14
5. C -0.17
6. C 0.32
7. C -0.38
8. H 0.25
9. H 0.20
10. H 0.21
11. H 0.23
12. H 0.45

---

Entry 4:
Below is a 12-piece molecular cluster, C34H84N4O8S8 overall at a distorted geometry, with properties calculated with ωB97M-V/def2-TZVPD.

ORCA input file:
```
! RIJCOSX wB97M-V def2-TZVPD def2/J DEFGRID3
* xyz 0 1
S -7.46 -19.90 6.10
S -4.34 -22.29 8.75
S -12.94 -22.18 2.98
S -10.96 -17.28 5.11
S -11.48 -22.70 8.25
S -5.65 -24.21 4.00
S -10.36 -24.60 3.09
S -8.94 -21.11 0.89
O -4.33 -22.92 7.38
O -10.31 -24.00 4.44
O -6.09 -25.57 3.65
O -8.16 -20.28 -0.12
O -10.45 -18.18 4.03
O -11.10 -21.42 7.58
O -14.25 -22.89 2.79
O -7.71 -18.46 5.79
N -8.69 -16.95 10.65
N -9.36 -20.16 13.21
N -3.73 -17.55 7.29
N -6.39 -19.59 2.81
C -6.67 -23.70 5.34
C -4.06 -24.34 4.77
C -8.35 -19.60 13.21
C -4.03 -17.65 6.18
C -4.54 -17.78 4.81
C -4.85 -16.44 4.22
C -9.34 -26.01 3.06
C -13.12 -20.60 2.33
C -2.72 -22.58 9.50
C -11.89 -25.42 2.88
C -7.04 -18.65 2.63
C -10.62 -18.04 6.62
C -6.56 -16.81 9.28
C -4.14 -20.59 8.40
C -12.77 -21.91 4.70
C -7.44 -16.46 1.41
C -7.83 -17.02 0.04
C -7.85 -22.49 1.24
C -10.19 -22.01 0.06
C -7.63 -16.11 10.10
C -9.60 -17.43 9.64
C -8.16 -20.29 7.66
C -7.80 -17.40 2.55
C -11.44 -22.19 9.97
C -9.77 -15.88 5.28
C -10.29 -15.08 11.25
C -9.40 -16.22 11.71
C -7.10 -18.81 13.09
C -10.00 -23.75 8.21
C -10.47 -18.60 10.05
C -8.70 -20.84 5.12
C -3.66 -15.54 4.09
C -6.88 -20.11 10.94
C -6.12 -19.55 12.15
H -8.03 -15.53 1.61
H -4.19 -20.01 9.35
H -13.68 -21.39 4.97
H -3.59 -23.41 5.05
H -2.65 -23.54 9.95
H -9.73 -15.53 4.23
H -8.85 -17.80 2.49
H -9.68 -26.78 3.73
H -8.69 -15.89 12.47
H -7.87 -21.34 7.84
H -6.26 -17.66 9.89
H -12.59 -22.85 5.26
H -9.87 -19.39 10.50
H -11.10 -18.90 9.22
H -7.74 -19.71 8.46
H -11.02 -21.35 -0.17
H -3.46 -24.78 4.01
H -6.67 -18.66 14.10
H -4.03 -24.99 5.64
H -10.56 -22.85 0.66
H -8.32 -25.78 3.36
H -8.82 -16.31 5.61
H -10.98 -17.38 7.44
H -5.45 -18.75 11.80
H -3.79 -18.30 4.20
H -9.64 -20.26 5.23
H -9.22 -20.19 7.64
H -3.23 -20.39 7.80
H -11.18 -15.37 10.71
H -11.19 -18.96 6.66
H -9.84 -23.77 7.15
H -9.55 -18.24 6.72
H -9.28 -26.42 2.03
H -8.85 -21.83 5.60
H -3.11 -15.38 5.02
H -12.15 -20.10 2.41
H -7.47 -16.30 -0.72
H -8.94 -17.75 8.84
H -7.29 -17.97 -0.10
H -10.17 -15.05 5.87
H -4.01 -14.57 3.68
H -5.63 -15.96 4.81
H -6.84 -24.36 6.17
H -10.42 -21.81 10.12
H -12.00 -26.07 3.73
H -12.12 -21.33 10.07
H -11.13 -18.31 10.84
H -8.91 -17.15 -0.16
H -9.79 -22.47 -0.85
H -10.21 -16.56 9.24
H -9.76 -14.38 10.62
H -11.88 -25.95 1.92
H -6.38 -22.70 5.64
H -12.71 -24.68 2.82
H -7.16 -15.58 10.93
H -8.12 -15.29 9.51
H -14.03 -20.11 2.69
H -13.42 -20.80 1.28
H -2.03 -22.49 8.67
H -9.21 -23.33 8.86
H -10.66 -14.47 12.08
H -5.21 -16.72 3.25
H -7.32 -22.79 0.33
H -7.35 -17.83 12.66
H -10.01 -17.05 12.15
H -7.74 -19.48 10.72
H -6.90 -17.13 8.30
H -2.96 -15.89 3.34
H -4.99 -20.30 7.79
H -7.14 -22.11 2.00
H -11.85 -21.40 4.89
H -7.61 -17.05 3.55
H -5.57 -20.37 12.60
H -6.27 -20.13 10.04
H -8.41 -20.85 4.07
H -6.37 -16.24 1.42
H -5.76 -16.07 9.15
H -5.42 -18.43 4.78
H -2.67 -21.86 10.33
H -7.71 -23.61 4.88
H -7.27 -21.13 11.16
H -10.18 -24.76 8.55
H -8.40 -23.38 1.60
H -11.66 -23.03 10.64
*
```

## Properties
Total energy   -145635.4563 eV
HOMO energy   -0.3128 hartree
Lowest unoccupied orbital energy   0.2710 eV

Mulliken population analysis, charges in e, atoms 1 to 99:
1. S -0.03
2. S 0.50
3. S 0.63
4. S 0.13
5. S 0.30
6. S 0.58
7. S 0.64
8. S 0.98
9. O -0.54
10. O -0.50
11. O -0.79
12. O -0.75
13. O -0.30
14. O -0.53
15. O -0.77
16. O -0.15
17. N 1.10
18. N -0.63
19. N -0.62
20. N -0.58
21. C 0.34
22. C -1.03
23. C 0.36
24. C -0.03
25. C 1.50
26. C 0.34
27. C -0.97
28. C -1.01
29. C -1.16
30. C -1.04
31. C -0.03
32. C 0.19
33. C -0.21
34. C -0.34
35. C -0.46
36. C -0.47
37. C -1.23
38. C -0.69
39. C -0.90
40. C -0.97
41. C 0.56
42. C 0.47
43. C 0.93
44. C -0.53
45. C -0.58
46. C -1.37
47. C -0.66
48. C 0.14
49. C -0.40
50. C -0.96
51. C 0.47
52. C -1.46
53. C 0.90
54. C -0.74
55. H 0.33
56. H 0.31
57. H 0.60
58. H 0.28
59. H 0.41
60. H 0.34
61. H 0.29
62. H 0.45
63. H 0.51
64. H 0.58
65. H -0.33
66. H 0.18
67. H -0.13
68. H 0.22
69. H -0.91
70. H 0.34
71. H 0.43
72. H 0.50
73. H 0.30
74. H 0.07
75. H 0.15
76. H -0.21
77. H 0.50
78. H 0.30
79. H 0.56
80. H -0.35
81. H 0.09
82. H 0.63
83. H 0.28
84. H -0.03
85. H -0.15
86. H -0.74
87. H 0.36
88. H -0.42
89. H 0.34
90. H 0.18
91. H 0.43
92. H -1.23
93. H 0.25
94. H 0.47
95. H 0.42
96. H 0.14
97. H 0.58
98. H -0.17
99. H 0.39

---

Entry 5:
Below is C27H40N3O2OsP3 as an isolated structure at a distorted geometry, with properties calculated with ωB97M-V/def2-TZVPD.

ORCA input file:
```
! RIJCOSX wB97M-V def2-TZVPD def2/J DEFGRID3
* xyz 4 5
Os 0.67 -0.13 -1.93
P -3.18 -2.46 0.71
P -1.45 4.12 -0.35
P 4.43 -2.57 0.36
O 1.04 1.44 0.60
O -2.63 0.49 0.55
N 0.17 -0.56 3.89
N -0.34 1.64 10.30
N -0.10 -0.72 1.69
C -0.38 0.00 2.76
C 4.12 -0.99 -0.54
C 0.94 0.70 -0.32
C -1.61 4.70 1.38
C -0.57 5.49 -1.19
C -4.48 -2.82 -0.47
C -1.08 0.35 -2.85
C 1.38 -0.62 -3.76
C -0.86 -1.03 -2.96
C 0.34 -1.52 -3.43
C 4.75 -1.84 2.02
C -0.94 0.85 5.53
C 0.83 -0.69 6.21
C -1.67 -3.23 0.09
C -0.29 1.25 9.20
C 0.90 -1.67 3.45
C 1.17 0.76 -3.69
C -3.49 -2.90 2.43
C 0.72 -0.23 7.52
C -3.15 4.22 -1.00
C -0.07 1.25 -3.27
C 0.01 -0.13 5.22
C -1.06 1.28 6.85
C 0.78 -1.70 2.08
C 6.18 -2.95 -0.09
C -0.21 0.76 7.85
C -2.88 -0.65 0.65
H 1.40 -2.35 4.11
H 1.37 -0.65 8.29
H 4.04 -1.04 2.22
H 6.91 -2.31 0.41
H -0.84 -2.51 0.11
H -1.60 1.25 4.76
H 1.55 -1.47 5.95
H 1.28 -2.35 1.38
H -0.23 2.32 -3.18
H -1.40 -4.10 0.71
H 3.05 -0.76 -0.43
H 4.72 -0.18 -0.12
H -2.01 0.71 -2.44
H 5.78 -1.48 2.14
H -3.62 3.25 -0.78
H -2.30 5.54 1.51
H 0.49 5.39 -0.92
H -4.09 -3.45 -1.28
H -0.94 0.92 2.81
H 2.34 -1.03 -4.02
H -3.67 -1.99 3.02
H 4.32 -1.10 -1.62
H 6.32 -2.94 -1.18
H -0.63 4.98 1.77
H 0.50 -2.58 -3.49
H -1.80 2.04 7.12
H -4.86 -1.89 -0.90
H 1.98 1.45 -3.93
H -1.61 -1.72 -2.57
H -1.95 3.86 1.99
H 6.32 -3.99 0.25
H 4.56 -2.65 2.74
H -2.63 -3.43 2.86
H -3.75 5.02 -0.56
H -4.38 -3.56 2.50
H -0.65 5.36 -2.28
H -3.14 4.32 -2.10
H -1.85 -3.57 -0.94
H -0.93 6.49 -0.91
H -5.31 -3.35 0.02
*
```

## Properties
Total energy   -67496.7979 eV
HOMO energy (spin up / spin down)   -0.6185 / -0.6136 hartree
Lowest unoccupied orbital energy (spin up / spin down)   -14.8286 / -14.3891 eV
Relative energy (zero: lowest compared OMol25 entry of this formula, charge and spin)   5.395 eV

List of Mulliken charges in e, atom by atom:
1. Os 0.09
2. P 1.08
3. P 0.89
4. P 0.20
5. O -0.59
6. O -0.17
7. N 0.32
8. N -0.36
9. N 0.15
10. C -0.61
11. C -0.57
12. C 1.26
13. C -1.15
14. C -1.17
15. C -1.22
16. C -0.27
17. C -0.49
18. C -0.31
19. C -0.76
20. C -1.01
21. C -0.44
22. C -0.57
23. C -0.78
24. C -0.15
25. C -0.68
26. C -0.74
27. C -1.23
28. C -1.03
29. C -1.07
30. C -0.24
31. C 2.10
32. C -1.03
33. C -1.11
34. C -1.02
35. C 0.39
36. C 0.60
37. H 0.60
38. H 0.47
39. H 0.22
40. H 0.35
41. H -0.11
42. H 0.21
43. H 0.30
44. H 0.68
45. H 0.44
46. H 0.47
47. H -0.31
48. H 0.41
49. H 0.52
50. H 0.42
51. H 0.29
52. H 0.44
53. H 0.40
54. H 0.45
55. H 0.43
56. H 0.56
57. H 0.49
58. H 0.37
59. H 0.36
60. H 0.39
61. H 0.46
62. H 0.45
63. H 0.49
64. H 0.44
65. H 0.55
66. H 0.31
67. H 0.37
68. H 0.35
69. H 0.42
70. H 0.43
71. H 0.43
72. H 0.41
73. H 0.40
74. H 0.47
75. H 0.42
76. H 0.42

---

The lowest total energy belongs to which entry? C34H84N4O8S8